(1)
Entry from the Open Molecules 2025 dataset: 2 unconnected molecules or ions with the total composition C3H10S3 at a distorted geometry (wB97M-V/def2-TZVPD).

Its molar mass is 142.31 g/mol. The lowest unoccupied orbital energy is 0.2 eV. The value obtained for the gap between HOMO and LUMO is 8.9 eV. As for the SMILES: CCS.CSS. The calculated total energy comes out at -1314.82890 Ha. The calculation puts the energy relative to the best compared isomer or geometry (same formula, charge and spin) at 0.5226 eV.

Each line ends with the natural charge from an NBO analysis.
Element x y z (Å)
C1 1.2447 -0.7161 1.3969  -0.6194
C2 1.9180 -0.9063 0.0493  -0.4986
S1 3.1739 0.3819 -0.3712  -0.0727
H1 1.8713 -0.8398 2.2779  0.2120
H2 0.7915 0.2779 1.4519  0.2070
H3 0.3851 -1.3831 1.5120  0.2132
H4 1.1828 -0.8097 -0.7449  0.2256
H5 2.3800 -1.8882 -0.0208  0.2096
H6 3.4735 0.8832 0.8586  0.1243
C3 -3.0593 0.2111 -1.0399  -0.7764
S2 -2.2296 1.3801 -2.1236  0.0944
S3 -0.3832 1.7361 -1.0106  -0.1303
H7 -2.4210 -0.0418 -0.1864  0.2339
H8 -3.9991 0.5827 -0.6415  0.2265
H9 -3.1813 -0.7748 -1.4843  0.2270
H10 -1.1472 1.9068 0.0767  0.1241



(2)
Entry from the Open Molecules 2025 dataset: a single C3H3Cl2F molecule at a distorted geometry (wB97M-V/def2-TZVPD).

Its molar mass is 128.96 g/mol. The lowest unoccupied orbital energy is 0.7 eV. The value obtained for the gap between HOMO and LUMO is 11.1 eV. As for the SMILES: C=C(F)C(Cl)Cl. The calculated total energy comes out at -1136.28773 Ha. The calculation puts the energy relative to the best compared isomer or geometry (same formula, charge and spin) at 1.3508 eV.

Each line ends with the natural charge from an NBO analysis.
Element x y z (Å)
C1 2.1256 -0.5855 -0.8491  -0.4680
C2 1.0955 -0.1632 -0.1311  0.3589
F1 1.5714 0.2581 1.2218  -0.3832
C3 -0.3861 -0.1089 -0.4881  -0.3107
Cl1 -1.2866 -1.3913 0.1990  0.0750
Cl2 -0.8335 1.6315 -0.1111  -0.0183
H1 3.0923 -0.4756 -0.1142  0.2612
H2 2.1041 -0.6003 -1.9426  0.2333
H3 -0.3079 -0.1848 -1.6223  0.2517



(3)
Entry from the Open Molecules 2025 dataset: 3 unconnected molecules or ions with the total composition C19H57BClN8O11P5 at a distorted geometry (wB97M-V/def2-TZVPD).

Its molar mass is 774.85 g/mol. The lowest unoccupied orbital energy is -1.0 eV. The value obtained for the gap between HOMO and LUMO is 6.5 eV. As for the SMILES: COCCCN([C@@H](B(O)O)[C@H](OCP(=O)(O)O)P(O)Cl)P(N)O.CN(C)P(=O)(N(C)C)N(C)C.CN(C)P(=O)(N(C)C)N(C)C. The calculated total energy comes out at -4215.39834 Ha. The calculation puts the energy relative to the best compared isomer or geometry (same formula, charge and spin) at 11.4267 eV.

Each line ends with the Löwdin charge.
Element x y z (Å)
C1 7.4774 -6.3201 7.9821  -0.1279
O1 8.2918 -5.3154 7.2936  -0.2385
C2 7.6811 -4.8204 6.0560  -0.2210
C3 7.8826 -3.1770 5.9827  -0.1705
C4 6.6059 -2.5221 5.2068  -0.2469
N1 6.5696 -2.6165 3.7199  -0.3145
C5 5.3097 -3.2151 3.1484  -0.2475
B1 5.2554 -4.8892 3.2538  -0.4338
O2 5.8933 -5.7175 2.1695  0.0140
O3 4.5871 -5.6336 4.3389  0.0364
C6 3.9096 -2.4973 3.6488  -0.4534
O4 2.7238 -2.8455 2.8538  -0.2393
C7 1.7649 -3.6727 3.6026  -0.2322
P1 0.5349 -2.6585 4.6935  0.7443
O5 -0.2071 -1.4986 3.9142  -0.3761
O6 -0.6502 -3.8494 5.2718  -0.2267
O7 1.3920 -2.1250 6.1299  -0.2315
P2 4.1277 -0.5687 3.5239  0.6896
O8 4.4726 0.1126 5.1139  -0.4143
Cl1 2.3004 0.3557 2.9317  0.1933
P3 8.0188 -3.2726 2.9494  0.9109
N2 7.8498 -3.4468 1.1659  -0.1834
O9 9.2771 -2.0586 3.1578  -0.3390
H1 7.9268 -7.4073 7.9431  0.0979
H2 6.3634 -6.3981 7.6395  0.0883
H3 7.4438 -6.0014 9.1323  0.1066
H4 8.1085 -5.3323 5.0657  0.1163
H5 6.5037 -4.9878 5.9892  0.0991
H6 7.7990 -2.8122 7.1181  0.1360
H7 8.9394 -2.8344 5.6268  0.1038
H8 5.6401 -2.9454 5.7686  0.1315
H9 6.6099 -1.3593 5.4813  0.1253
H10 5.3555 -3.0098 1.9718  0.1552
H11 5.9537 -6.6775 2.5103  0.1296
H12 4.4587 -4.9476 5.0722  0.0884
H13 3.6733 -2.7156 4.7882  0.1095
H14 2.2571 -4.4585 4.3301  0.1059
H15 1.1802 -4.3190 2.7877  0.1532
H16 -0.1475 -4.7358 5.2035  0.0818
H17 1.4451 -2.9366 6.7446  0.0951
H18 3.6241 0.4307 5.5569  0.0584
H19 8.6559 -2.9790 0.6852  0.0411
H20 7.7877 -4.4555 0.8818  0.0373
H21 8.9090 -1.1898 2.7709  0.0778
C8 -3.5558 2.2094 -0.2431  -0.1347
N3 -3.4088 1.0722 -1.1509  -0.3038
C9 -4.0675 1.4265 -2.4128  -0.1566
P4 -3.5123 -0.6086 -0.7488  0.7789
O10 -2.4543 -1.0018 -1.8088  -0.3143
N4 -2.3760 -0.9350 0.5334  -0.3321
C10 -1.6980 0.1017 1.3001  -0.1466
C11 -1.3627 -1.9699 0.2447  -0.1489
N5 -4.7286 -0.1567 0.4697  -0.2747
C12 -4.7726 -0.8946 1.7513  -0.1294
C13 -6.0631 -0.4108 -0.1293  -0.1517
H22 -4.5758 2.3253 0.1357  0.0741
H23 -3.2941 3.1480 -0.7473  0.0852
H24 -2.8756 2.1777 0.6036  0.0469
H25 -5.1539 1.5004 -2.2926  0.0619
H26 -3.8621 0.6886 -3.1913  0.0695
H27 -3.7130 2.3910 -2.7941  0.0707
H28 -1.0479 0.7179 0.6757  0.0886
H29 -1.0843 -0.3383 2.0986  0.0490
H30 -2.4043 0.7328 1.8422  0.0603
H31 -0.5473 -1.5759 -0.3690  0.0783
H32 -1.8096 -2.8307 -0.2695  0.0688
H33 -0.9258 -2.3680 1.1698  0.0641
H34 -4.7748 -1.9790 1.5926  0.0877
H35 -5.6709 -0.6297 2.3234  0.0828
H36 -3.9493 -0.6407 2.4208  0.0675
H37 -6.2107 -1.4796 -0.3236  0.0788
H38 -6.1916 0.1161 -1.0732  0.0598
H39 -6.8655 -0.0559 0.5329  0.0852
C14 -6.1980 6.5092 -6.8915  -0.1385
N6 -5.1378 6.2082 -5.9301  -0.3091
C15 -4.9109 7.4166 -5.1301  -0.1523
P5 -3.7113 5.2664 -6.2055  0.7829
O11 -3.7041 4.7207 -4.7564  -0.3129
N7 -4.1960 3.7043 -6.8111  -0.3387
C16 -5.5439 3.3939 -7.2684  -0.1528
C17 -3.7463 2.5414 -6.0194  -0.1501
N8 -3.7195 5.8937 -7.8713  -0.2753
C18 -3.2811 5.0115 -8.9751  -0.1290
C19 -2.7561 7.0223 -7.9183  -0.1486
H40 -5.8698 7.1745 -7.6958  0.0749
H41 -7.0456 7.0001 -6.3971  0.0828
H42 -6.6423 5.6233 -7.3370  0.0466
H43 -4.4708 8.2201 -5.7309  0.0589
H44 -4.2439 7.2187 -4.2883  0.0718
H45 -5.8462 7.7989 -4.7055  0.0793
H46 -6.2813 3.4807 -6.4678  0.0882
H47 -5.5969 2.3720 -7.6695  0.0838
H48 -5.8375 4.0145 -8.1167  0.0560
H49 -4.3743 2.3872 -5.1370  0.0606
H50 -2.7039 2.6602 -5.6964  0.0771
H51 -3.7716 1.6203 -6.6158  0.0808
H52 -2.3212 4.5323 -8.7516  0.0899
H53 -3.1725 5.5787 -9.9083  0.0843
H54 -4.0098 4.2373 -9.2205  0.0656
H55 -1.7334 6.6754 -7.7297  0.0812
H56 -2.9871 7.7847 -7.1764  0.0606
H57 -2.7863 7.5248 -8.8955  0.0866